The following is a quantum chemistry calculation of a structure of composition C7H9N2S at a distorted geometry, from the OMol25 dataset.

The calculation puts the total energy at -779.452195 a.u. The molar mass is 153.230 g mol⁻¹. As for the charge: +1. The value obtained for the gap between HOMO and LUMO (alpha / beta) is 7.145 / 7.142 eV. The LUMO energy (alpha / beta) is -0.206 / -0.206 Ha.

Structure (XYZ):
```
19
Properties=species:S:1:pos:R:3:forces:R:3:lowdin_charge:R:1
C 0.8609 -1.7013 -0.8223 -2.127 -0.873 -0.046 -0.003
C 0.8179 -0.4129 -1.3238 0.352 2.693 1.119 -0.243
C 0.7888 0.8810 -0.2796 -1.795 -2.711 -1.365 -0.350
C -0.5797 -0.2453 1.6290 -1.452 -1.811 -1.050 -0.062
C 0.5882 -1.2209 1.4780 -2.215 1.173 3.248 -0.070
C 0.6739 0.3440 -2.5088 0.103 0.264 3.162 -0.215
C -0.4462 0.9291 0.6895 0.322 2.072 -1.309 -0.415
N 0.8677 -1.8565 0.4871 2.284 -1.579 -4.002 0.129
N -1.5645 1.3363 -0.1477 0.275 -3.340 -2.594 -0.019
S 0.4386 1.8810 -1.7637 1.116 -0.535 -1.143 1.116
H 0.6142 -2.6294 -1.3612 0.545 0.594 -0.197 0.157
H -1.6716 -0.7009 1.5484 2.479 0.459 0.042 0.186
H -0.4690 0.1018 2.6046 -0.220 0.640 1.769 0.090
H 1.7299 0.9531 0.2242 0.662 0.607 0.006 0.123
H 1.1909 -1.4409 2.3461 0.130 0.253 0.550 0.146
H 0.6454 0.0565 -3.5189 -0.068 -0.142 -1.209 0.081
H -0.3668 1.8410 1.2667 0.769 0.086 0.658 0.143
H -1.6928 0.5317 -0.8814 -0.062 1.941 1.466 0.129
H -2.4260 1.3525 0.3338 -1.098 0.210 0.893 0.075
```
Positions in Å, forces in eV/Å.